2 unconnected molecules or ions with the total composition C3H10N2 in a non-equilibrium geometry, computed with wB97M-V/def2-TZVPD.

Geometry (Å):
C (-1.34, 2.28, -0.03)
N (-1.20, 3.52, -0.06)
H (-2.35, 1.90, -0.20)
H (-0.63, 1.48, 0.15)
H (-0.35, 4.05, 0.04)
C (0.62, -2.00, -1.04)
N (1.14, -0.97, -0.18)
C (0.55, -0.82, 1.16)
H (0.38, -1.67, -2.07)
H (1.20, -2.96, -0.87)
H (-0.33, -2.39, -0.68)
H (1.27, -0.10, -0.66)
H (-0.56, -0.72, 1.09)
H (0.81, 0.12, 1.62)
H (0.81, -1.72, 1.73)

Output
Kohn-Sham gap ... 9.5 eV
HOMO level ... -0.315 hartree
E_tot ... -229.7319 Eh
ΔE to the lowest compared entry with this formula, charge and spin ... 48.51 kcal per mole

A molecular structure, C22H19N6O5SV, computed with wB97M-V/def2-TZVPD.

Geometry (Å):
V (0.48, 0.01, 0.10)
N (0.52, -1.79, -1.15)
C (1.84, -2.46, -1.13)
C (2.18, -2.97, 0.27)
C (2.48, -1.88, 1.29)
O (3.44, -1.99, 2.03)
O (1.66, -0.86, 1.33)
H (-0.18, -2.43, -0.78)
H (0.29, -1.53, -2.10)
H (2.58, -1.74, -1.47)
H (1.85, -3.31, -1.82)
H (3.05, -3.61, 0.21)
H (1.34, -3.56, 0.66)
C (-6.86, -3.45, -1.96)
C (-5.65, -3.10, -1.14)
C (-4.53, -2.53, -1.73)
C (-3.42, -2.20, -0.97)
C (-3.42, -2.44, 0.40)
C (-4.54, -3.00, 1.00)
C (-5.64, -3.33, 0.23)
S (-1.98, -2.04, 1.38)
O (-0.97, -3.01, 1.02)
O (-2.43, -2.03, 2.75)
N (-1.51, -0.62, 0.83)
C (-2.47, 0.39, 0.77)
C (-3.60, 0.53, 1.55)
C (-4.52, 1.56, 1.29)
C (-4.34, 2.46, 0.27)
C (-3.19, 2.36, -0.54)
C (-2.91, 3.22, -1.62)
C (-1.78, 3.05, -2.35)
C (-0.88, 2.03, -1.99)
N (-1.10, 1.21, -0.99)
C (-2.25, 1.34, -0.27)
H (-6.71, -3.21, -3.01)
H (-7.75, -2.91, -1.62)
H (-7.08, -4.52, -1.90)
H (-4.52, -2.34, -2.80)
H (-2.55, -1.74, -1.43)
H (-4.53, -3.16, 2.07)
H (-6.51, -3.77, 0.70)
H (-3.77, -0.15, 2.37)
H (-5.40, 1.64, 1.92)
H (-5.06, 3.25, 0.08)
H (-3.61, 4.02, -1.84)
H (-1.53, 3.71, -3.18)
H (0.05, 1.90, -2.52)
O (0.14, 1.60, 1.48)
N (0.75, 2.71, 1.28)
C (1.59, 2.70, 0.25)
C (1.65, 1.47, -0.47)
N (1.87, 0.63, -1.31)
C (2.30, 3.88, -0.09)
N (2.90, 4.81, -0.41)

Output
<S²> ... 0.77
Multiplicity ... 2
Kohn-Sham gap (spin up / spin down) ... 7.3 / 6.7 eV
Net charge ... -1
HOMO level (spin up / spin down) ... -0.189 / -0.168 hartree
E_tot ... -2896.8189 Eh
ΔE to the lowest compared entry with this formula, charge and spin ... 0.00 kcal per mole